1.
The following is a quantum chemistry calculation of a 2-piece molecular cluster, C5H8NO overall in a non-equilibrium geometry, from the Open Molecules 2025 dataset.

Positions of all 15 atoms, in Å:
C -1.18267 -0.08957 -0.89602
C -0.76769 -1.17557 -0.27661
C -1.05717 2.01014 1.46849
C -0.20053 0.80011 -0.23457
C 0.45659 -0.50057 0.28947
N 1.70372 -1.06814 -0.61771
O -0.44028 2.35586 2.39962
H -2.04021 0.10055 -1.63529
H -1.09167 -2.18564 -0.13265
H -2.04034 2.24243 1.26591
H 0.13287 1.69896 -0.56006
H 0.90972 -0.57215 1.31329
H 1.77182 -0.31112 -1.35934
H 1.34299 -1.93316 -1.03667
H 2.50285 -1.37213 0.01215

Summary:
2S+1   1
E   -8840.3340 eV
LUMO energy (spin up / spin down)   -3.62 / -3.62 eV
HOMO (spin up / spin down)   -12.157 / -12.156 eV
HOMO-LUMO gap (spin up / spin down)   8.54 / 8.54 eV
Net charge   +1

The molecule's Mulliken atomic charges, reported in e, are given here: -0.242, -0.713, 0.058, -1.052, 0.217, -0.425, -0.286, 0.393, 0.519, 0.402, 0.601, 0.393, 0.396, 0.371, 0.367

---

2.
The following is a quantum chemistry calculation of one molecule with the formula C17H21N3O4S, from the Open Molecules 2025 dataset.

Positions of all 46 atoms, in Å:
C 4.68460 2.15139 1.24068
C 4.47649 2.57450 -0.20996
O 3.11059 2.56755 -0.58483
C 2.47533 1.39762 -0.82334
C 1.10121 1.50348 -1.06712
C 0.34773 0.38015 -1.32636
C 0.95800 -0.85955 -1.34535
S 0.00155 -2.33920 -1.62938
O -1.39457 -2.00762 -1.73610
O 0.61483 -3.06999 -2.69583
N 0.14899 -3.29234 -0.25128
C -0.86425 -3.05981 0.75941
C -0.60238 -3.92642 1.98712
C -0.85393 -1.57970 1.14610
O 0.18939 -0.99893 1.38632
N -2.05934 -0.98868 1.19937
C -2.21498 0.42925 1.42104
C -2.99601 1.12639 0.33944
C -3.51513 2.39557 0.57982
C -4.21988 3.03151 -0.42784
N -4.43415 2.49419 -1.61693
C -3.94212 1.28985 -1.84515
C -3.21918 0.56036 -0.91079
C 2.31487 -0.98123 -1.13356
C 3.07934 0.14102 -0.86960
H 4.13455 2.81728 1.90048
H 5.74108 2.20115 1.48927
H 4.32789 1.13769 1.40484
H 5.06825 1.95168 -0.89110
H 4.78476 3.61520 -0.34225
H 0.65147 2.48339 -1.04278
H -0.71088 0.44977 -1.51531
H 1.08541 -3.23821 0.12239
H -1.81640 -3.32462 0.29246
H -0.49623 -4.96561 1.68855
H -1.42696 -3.83773 2.68991
H 0.31262 -3.60076 2.47722
H -2.87611 -1.50238 0.90829
H -1.20111 0.84404 1.47320
H -2.70235 0.60165 2.38945
H -3.36818 2.87584 1.53560
H -4.63707 4.01883 -0.27847
H -4.13406 0.88343 -2.82910
H -2.83453 -0.41482 -1.17098
H 2.77307 -1.95717 -1.18470
H 4.13781 0.02199 -0.70285

Summary:
2S+1   1
E   -41465.3257 eV
LUMO energy   0.63 eV
HOMO   -8.811 eV
HOMO-LUMO gap   9.44 eV
SMILES   CCOc1ccc(S(=O)(=O)N[C@@H](C)C(=O)NCc2ccncc2)cc1

The molecule's Mulliken atomic charges, reported in e, are given here: -1.011, -0.420, -0.454, 0.752, -0.826, -0.180, -0.112, 1.311, -0.640, -0.761, -0.420, 0.264, -1.674, 0.253, -0.628, -0.127, -0.897, 0.893, -0.767, -0.349, -0.625, -0.482, -0.144, -1.168, -0.284, 0.305, 0.356, 0.330, 0.327, 0.320, 0.493, 0.689, 0.381, 0.496, 0.418, 0.400, 0.357, 0.354, 0.328, 0.552, 0.405, 0.372, 0.397, 0.393, 0.450, 0.374

---

3.
The following is a quantum chemistry calculation of one molecule with the formula C2H5N3O in a non-equilibrium geometry, from the Open Molecules 2025 dataset.

Positions of all 11 atoms, in Å:
H 2.46851 -1.21447 -0.26136
N 2.60316 -0.21040 0.06255
C 1.48441 0.35903 0.09878
N 0.30172 -0.40928 -0.21716
C -0.97466 0.15675 -0.02275
N -1.94616 -0.84894 0.10306
O -1.15723 1.34298 -0.08322
H 1.34645 1.43335 0.57077
H 0.37988 -1.39745 -0.24082
H -2.94864 -0.58875 0.17620
H -1.75801 -1.79069 0.32569

Summary:
2S+1   1
E   -8672.9499 eV
LUMO energy   0.59 eV
HOMO   -9.983 eV
HOMO-LUMO gap   10.57 eV
SMILES   [H]/N=C\NC(N)=O

The molecule's Mulliken atomic charges, reported in e, are given here: 0.213, -0.604, 0.159, -0.277, 0.531, -0.387, -0.558, 0.291, 0.230, 0.229, 0.172